Entry 1:
2 unconnected molecules or ions with the total composition C27H36N2O5 in a non-equilibrium geometry. Source: the OMol25 dataset; level of theory: ωB97M-V/def2-TZVPD.

The geometry in XYZ format:
```
70
Properties=species:S:1:pos:R:3:forces:R:3
C 3.794163 -2.937025 2.980911 0.46 -0.02 0.37
C 2.294108 -2.829872 3.024319 -0.09 0.21 -0.42
O 1.989632 -1.620187 2.303433 0.31 -0.68 0.28
C 0.677630 -1.415695 2.111083 -1.45 0.61 -0.21
C 0.282077 -0.055830 1.726381 1.51 -0.56 -0.05
C -1.173199 0.259785 1.887533 -0.16 -0.15 0.13
C -2.080658 -0.748364 1.187942 -0.04 -0.07 0.12
C -3.544095 -0.401437 1.425950 0.23 0.24 -0.23
C -3.891838 -0.416497 2.917723 -0.11 -0.32 -0.04
C -2.924373 0.357745 3.809658 0.26 0.53 0.10
C -1.459266 0.226017 3.407240 0.19 -0.17 -0.20
C 1.165515 1.100733 1.869757 -1.79 -0.75 -0.40
O 0.703145 2.241415 1.815963 0.79 0.32 0.10
O 2.469871 0.849068 2.068535 0.62 0.82 0.20
C 3.253476 2.001837 2.441639 -0.26 -0.19 -0.31
C 4.620364 1.489097 2.802857 0.27 -0.19 0.37
O -0.131529 -2.339201 2.301184 1.10 0.31 0.10
H 4.095756 -3.975928 3.148332 0.12 0.16 0.02
H 4.190891 -2.590504 2.018066 -0.16 -0.18 0.20
H 4.219183 -2.308374 3.774334 0.14 -0.15 -0.27
H 1.805060 -3.694948 2.555830 0.04 0.34 0.17
H 1.937008 -2.715875 4.061361 -0.05 -0.21 -0.38
H -1.331362 1.267267 1.480243 -0.16 -0.14 0.14
H -1.811059 -0.782854 0.121911 -0.24 -0.04 0.16
H -1.838073 -1.725991 1.624584 -0.35 0.27 -0.39
H -3.731338 0.594747 1.006664 -0.14 0.08 0.03
H -4.180231 -1.105769 0.877070 -0.14 0.04 0.12
H -4.901858 -0.020864 3.061382 -0.03 -0.14 0.04
H -3.901287 -1.462383 3.244605 -0.04 0.01 -0.03
H -3.192307 1.420735 3.825525 -0.08 -0.03 -0.10
H -2.999231 0.007951 4.846508 -0.26 0.09 -0.10
H -1.101178 -0.761121 3.735061 -0.06 0.28 0.06
H -0.832514 0.997429 3.883043 -0.29 -0.22 0.01
H 3.294935 2.712535 1.603817 -0.13 -0.14 0.22
H 2.790799 2.490247 3.310623 0.01 0.01 -0.36
H 5.313218 2.327808 2.904165 0.01 -0.06 0.05
H 4.567154 0.962292 3.765307 0.13 0.05 -0.25
H 5.019451 0.794908 2.056917 -0.14 0.15 0.01
C -1.395535 1.218595 -4.747315 0.60 0.80 -0.42
N -2.429801 0.295319 -4.322388 -0.51 -0.16 0.49
C -3.677728 0.244933 -4.925889 0.37 -0.17 0.29
C -4.345129 -0.785110 -4.363764 0.59 -0.14 0.16
N -3.495856 -1.371459 -3.434095 0.08 0.94 -0.31
C -3.866315 -2.597378 -2.752766 -0.35 -0.80 0.62
C -2.347976 -0.649155 -3.354158 -1.24 -0.23 -1.41
C -1.193202 -0.903273 -2.467199 2.25 -1.08 2.76
C -0.429851 0.250458 -1.965671 -1.16 -0.14 -0.68
C 0.815848 0.115568 -1.417747 -0.05 -0.64 0.27
C 1.913004 1.022064 -1.777698 0.55 1.41 0.19
C 3.062538 0.501091 -2.414597 -0.53 -0.06 0.28
C 4.060392 1.343716 -2.902588 -0.15 0.33 0.19
C 3.962413 2.730535 -2.709913 -0.21 -0.20 0.25
C 2.842729 3.262640 -2.053757 0.00 -0.21 -0.02
C 1.814716 2.420160 -1.617278 0.06 -0.27 -0.04
O -0.867897 -2.077003 -2.178702 -1.12 1.37 -1.06
H -0.410322 0.912288 -4.370793 -0.48 0.07 -0.10
H -1.367432 1.242054 -5.848270 -0.07 -0.14 0.42
H -1.619323 2.240966 -4.400098 0.13 -0.46 0.01
H -3.976113 0.934399 -5.698666 0.12 -0.05 0.07
H -5.334678 -1.163199 -4.561285 0.11 -0.05 0.08
H -2.998011 -3.019945 -2.237529 -0.22 0.22 -0.15
H -4.684878 -2.410927 -2.036128 0.46 0.05 -0.24
H -4.238862 -3.315421 -3.505279 0.31 0.36 0.31
H -0.857802 1.242128 -2.128652 0.47 -0.11 -0.50
H 1.077316 -0.769415 -0.837412 0.00 -0.37 -0.75
H 3.123874 -0.580427 -2.542322 0.13 0.25 0.01
H 4.928120 0.922736 -3.415625 -0.29 0.11 0.20
H 4.772672 3.391231 -3.030449 -0.32 -0.25 0.04
H 2.770611 4.339447 -1.864220 0.04 -0.45 -0.13
H 0.934410 2.819504 -1.105173 0.37 -0.04 -0.08
```
Positions in Å, forces in eV/Å.

Output
**LUMO level**: -1.5 eV
**Gap between HOMO and LUMO**: 4.26 eV
**Total charge**: 0
**HOMO energy**: -5.729 eV
**Energy above the lowest of the compared OMol25 structures with the same formula, charge and spin**: 5.779 eV

Atom charges from the natural (NBO) analysis, given in e for atoms 1 to 2: C -0.62; C -0.07

Entry 2:
2 unconnected molecules or ions with the total composition C3H2N2O in a non-equilibrium geometry. Source: the OMol25 dataset; level of theory: ωB97M-V/def2-TZVPD.

The geometry in XYZ format:
```
8
Properties=species:S:1:pos:R:3:forces:R:3
C -2.104839 0.160672 -0.040235 3.90 0.20 -0.77
C 1.024347 -0.811162 0.080944 -1.93 1.54 -1.66
C 0.078918 0.231301 -0.520289 -1.67 -3.03 5.53
N -3.230656 0.176973 0.190898 -0.44 -0.03 0.09
N 0.924145 0.359047 0.651859 -1.38 0.70 -0.66
O 1.666372 -1.763375 -0.029778 1.29 -2.70 -0.04
H 0.005102 0.724853 -1.388588 -0.04 2.10 -2.80
H 1.636609 0.921688 1.055186 0.26 1.22 0.30
```
Positions in Å, forces in eV/Å.

Output
**LUMO level (alpha / beta)**: -1.0 / -1.0 eV
**Gap between HOMO and LUMO (alpha / beta)**: 9.88 / 9.88 eV
**Total charge**: 0
**HOMO energy (alpha / beta)**: -10.924 / -10.924 eV
**Energy above the lowest of the compared OMol25 structures with the same formula, charge and spin**: 4.117 eV

Atom charges from the natural (NBO) analysis, given in e for atoms 1 to 2: C 0.11; C 0.69

Entry 3:
A molecular structure, C45H42CsN4O2S2Se. Source: the OMol25 dataset; level of theory: ωB97M-V/def2-TZVPD.

The geometry in XYZ format:
```
97
Properties=species:S:1:pos:R:3:forces:R:3
Cs 1.366842 -2.092520 -1.897458 0.46 -0.22 0.56
C 7.701365 -1.775580 1.577589 -0.01 -0.01 0.00
C 6.553585 -2.750017 1.306615 0.02 -0.01 0.01
C 5.387626 -2.593656 2.256188 -0.01 0.01 -0.05
C 5.525990 -3.063432 3.560803 -0.01 0.00 0.04
C 4.482824 -3.004145 4.467351 0.02 -0.01 -0.02
C 3.262946 -2.483014 4.057070 -0.01 0.01 0.00
C 3.083573 -2.010195 2.765958 -0.01 0.06 0.00
C 1.747647 -1.475077 2.323865 0.16 -0.10 -0.01
C 1.660782 0.049488 2.294616 -0.01 0.00 0.01
C 4.158736 -2.039887 1.858434 0.04 -0.06 0.03
N 3.941572 -1.575994 0.546862 -0.01 0.04 -0.03
C 4.654093 -0.572889 0.165807 0.01 0.03 0.03
C 4.645705 0.060291 -1.112132 0.00 -0.02 -0.13
C 5.444547 1.162748 -1.472998 0.01 0.04 0.10
C 5.102679 1.477148 -2.786021 -0.02 -0.05 -0.01
C 4.116808 0.538314 -3.146390 0.05 0.08 0.00
N 3.843460 -0.315623 -2.155545 -0.21 -0.11 0.00
H 8.540101 -1.965435 0.904973 0.00 0.00 0.00
H 8.058982 -1.873777 2.604712 0.00 0.01 0.00
H 7.383543 -0.742628 1.434645 0.00 0.00 0.00
H 6.936436 -3.770558 1.406784 -0.01 0.00 -0.01
H 6.212563 -2.640327 0.277831 0.00 0.01 0.00
H 6.474608 -3.498751 3.860134 0.00 0.00 -0.01
H 4.609541 -3.380935 5.474847 0.00 0.00 0.00
H 2.424469 -2.452273 4.745594 0.00 0.01 0.00
H 0.968775 -1.872961 2.975412 0.02 0.00 0.00
H 1.561307 -1.866939 1.325564 -0.21 0.05 -0.05
H 1.954968 0.474268 3.258266 -0.02 0.00 0.00
H 0.635491 0.363288 2.080971 0.00 0.00 -0.02
H 2.317847 0.464206 1.528736 0.01 0.00 0.01
H 5.342419 -0.109027 0.885509 0.00 0.00 -0.01
H 6.170680 1.656632 -0.841690 -0.01 0.01 0.00
H 5.505253 2.268110 -3.401267 0.00 0.00 -0.01
H 3.591396 0.469872 -4.091949 0.02 -0.01 -0.01
Se -1.918179 -4.409226 -1.332272 -0.15 -0.23 -0.17
N -1.227877 -3.693292 -2.767748 0.01 0.06 0.02
C -2.256945 -3.147139 -3.444772 -0.04 -0.21 -0.03
C -2.132227 -2.421618 -4.656423 -0.03 0.05 0.01
C -3.261690 -1.940806 -5.255221 0.03 0.01 0.00
C -4.548205 -2.165182 -4.696348 -0.02 0.00 0.02
C -4.703442 -2.872305 -3.538653 -0.01 0.01 -0.01
C -3.554663 -3.387487 -2.888385 0.04 0.04 -0.07
N -3.579619 -4.133099 -1.767865 0.00 0.10 0.12
H -1.147763 -2.249198 -5.071133 0.00 0.02 0.01
H -3.181388 -1.372519 -6.173683 0.01 0.00 0.00
H -5.417968 -1.764554 -5.202582 0.00 0.00 0.00
H -5.678106 -3.050101 -3.103704 0.00 0.00 0.00
O 0.182042 -0.202942 -3.515472 -0.23 0.30 -0.26
S -1.058854 0.632912 -3.453653 -0.07 -0.05 0.01
C -1.749090 0.314604 -1.806202 0.09 -0.03 0.04
C -3.003819 1.080839 -1.518920 -0.03 0.03 0.00
C -3.091633 1.866497 -0.375804 0.01 0.02 0.00
C -4.247776 2.578659 -0.092392 0.01 0.00 0.00
C -5.326228 2.522536 -0.962440 0.01 -0.01 -0.01
C -5.247066 1.738332 -2.106201 0.00 0.01 0.01
C -4.097419 1.013911 -2.378900 0.01 -0.05 0.01
C -0.474933 2.341011 -3.217210 -0.01 0.01 0.03
C -1.559714 3.346574 -3.480394 -0.02 0.00 -0.03
C -2.138997 3.430155 -4.744860 0.01 -0.02 0.00
C -3.167524 4.324019 -4.994566 -0.01 0.01 0.01
C -3.632065 5.150390 -3.980027 0.01 -0.01 -0.01
C -3.056327 5.079379 -2.720462 0.00 0.00 -0.01
C -2.026138 4.183641 -2.474719 0.01 0.01 0.02
H -0.965820 0.526558 -1.074668 0.02 0.00 -0.03
H -1.914592 -0.766466 -1.775041 -0.03 0.00 -0.05
H -2.241489 1.920386 0.294956 0.00 0.00 0.00
H -4.303418 3.180270 0.806471 0.00 0.00 0.00
H -6.227571 3.082714 -0.748203 0.00 0.00 0.00
H -6.089107 1.682961 -2.784679 0.00 0.00 0.00
H -4.047444 0.381929 -3.259005 -0.01 0.01 0.00
H 0.332001 2.410081 -3.949002 0.01 0.01 0.01
H -0.041082 2.425445 -2.220289 0.01 0.02 -0.01
H -1.785008 2.779022 -5.536140 0.00 0.00 0.00
H -3.610171 4.373186 -5.981366 0.00 0.00 0.00
H -4.440354 5.844804 -4.170504 0.00 0.00 0.00
H -3.415064 5.715833 -1.921672 0.00 0.00 0.00
H -1.588715 4.122824 -1.485969 0.00 0.00 0.00
C -0.003938 1.680982 6.065844 -0.03 0.01 -0.11
C -1.341202 1.998899 6.680512 -0.05 -0.11 -0.06
O -1.639439 3.075326 7.117695 0.06 -0.01 0.16
S -2.514139 0.618211 6.850681 -0.10 0.22 -0.07
C -2.323732 -0.162155 5.268555 0.11 -0.11 0.04
C -1.744432 -1.422619 5.163157 -0.01 0.01 0.00
C -1.545572 -1.997376 3.920315 0.03 -0.02 0.02
C -1.896692 -1.321925 2.743439 0.06 -0.03 0.01
C -2.518878 -0.072325 2.871658 -0.02 0.03 0.00
C -2.734704 0.498096 4.113337 -0.01 -0.05 0.00
C -1.592490 -1.874200 1.462092 -0.17 0.03 0.00
C -1.292643 -2.329927 0.359749 0.21 0.16 -0.09
H 0.517494 2.605931 5.830430 -0.01 0.02 0.02
H -0.105515 1.065701 5.173891 0.02 0.01 0.01
H 0.572975 1.110593 6.796134 0.00 -0.01 0.00
H -1.432629 -1.941867 6.060835 0.01 0.00 0.00
H -1.083857 -2.972967 3.839785 0.00 0.00 0.00
H -2.834880 0.442669 1.974843 0.00 0.00 0.00
H -3.213441 1.466683 4.193481 0.00 0.00 0.00
```
Positions in Å, forces in eV/Å.

Output
**LUMO level**: 1.7 eV
**Gap between HOMO and LUMO**: 6.05 eV
**Total charge**: -1
**HOMO energy**: -4.366 eV
**Energy above the lowest of the compared OMol25 structures with the same formula, charge and spin**: 0.449 eV

Atom charges from the Mulliken analysis, given in e for atoms 1 to 2: Cs 1.35; C -1.06

Entry 4:
A molecular structure, C8H5MnN2O5 in a non-equilibrium geometry. Source: the OMol25 dataset; level of theory: ωB97M-V/def2-TZVPD.

The geometry in XYZ format:
```
21
Properties=species:S:1:pos:R:3:forces:R:3
O 0.925978 -0.111558 -3.065873 -2.41 -1.12 3.72
C 0.265769 -0.355670 -2.141796 5.97 1.92 -7.65
Mn -0.853952 -0.553907 -0.830957 2.60 0.72 5.32
O -2.704598 1.418942 -1.982515 2.65 -3.32 1.58
C -2.020586 0.590428 -1.550454 -6.18 6.64 -3.36
C -1.807185 -1.220108 0.577356 -4.47 -2.38 6.05
O -2.434130 -1.581834 1.476164 2.55 1.35 -3.45
C 1.310175 -2.333089 -0.224559 0.98 -0.18 -0.61
O 0.830371 -2.671758 0.785363 -0.20 0.04 0.16
C -1.322940 -2.080821 -1.721127 -2.56 -8.63 -3.86
O -1.633995 -3.104232 -2.182618 1.48 5.09 2.05
H 2.333781 -2.593132 -0.645021 -0.38 -0.05 0.43
N 1.181768 2.485136 1.111369 -0.65 -0.99 -0.58
C 1.056999 1.693324 2.241963 -0.48 -0.26 -0.97
C 0.388286 0.567637 1.857967 0.49 0.48 -0.49
N 0.143879 0.660541 0.478700 -0.32 -0.05 -0.17
C 0.611408 1.842305 0.066652 0.63 0.52 1.06
H 1.616997 3.393569 1.047482 0.07 0.09 0.13
H 1.434474 1.987586 3.190847 0.17 0.18 0.47
H 0.109664 -0.292422 2.446577 0.04 0.07 -0.07
H 0.567833 2.259073 -0.935511 0.02 -0.12 0.25
```
Positions in Å, forces in eV/Å.

Output
**LUMO level (alpha / beta)**: -8.7 / -11.8 eV
**Gap between HOMO and LUMO (alpha / beta)**: 7.30 / 5.48 eV
**Total charge**: +2
**2S+1**: 5
**HOMO energy (alpha / beta)**: -15.984 / -17.283 eV
**Energy above the lowest of the compared OMol25 structures with the same formula, charge and spin**: 0.000 eV

Atom charges from the natural (NBO) analysis, given in e for atoms 1 to 2: O -0.29; C 0.61

Entry 5:
A single C7H7NOS molecule in a non-equilibrium geometry. Source: the OMol25 dataset; level of theory: ωB97M-V/def2-TZVPD.

The geometry in XYZ format:
```
17
Properties=species:S:1:pos:R:3:forces:R:3
O 3.578764 1.363302 0.412015 0.49 -0.19 0.19
N 2.853450 0.408327 0.340884 -2.88 -0.13 -0.42
S 3.058591 -1.013926 -0.454155 0.28 0.63 0.55
C 1.285149 0.756145 0.999977 1.76 0.47 -3.82
C 0.100409 0.198725 0.326227 -1.51 1.63 -1.39
C -0.777363 1.082375 -0.348634 -0.09 -3.08 1.09
C -1.968774 0.571573 -0.887525 2.59 2.55 -0.73
C -2.136254 -0.758361 -0.959242 -1.88 0.32 1.04
C -1.396084 -1.580569 -0.187152 0.73 -3.60 -1.19
C -0.272069 -1.138639 0.400772 2.70 1.43 1.37
H 1.418077 1.818523 1.033125 -0.37 0.51 -0.12
H 1.352947 0.356429 1.901751 0.72 -1.69 4.20
H -0.532699 2.079330 -0.322440 0.27 2.33 -0.31
H -2.496475 1.263086 -1.496543 -1.04 0.33 -0.18
H -3.060963 -1.092208 -1.310091 -1.09 -0.83 -1.18
H -1.529495 -2.666939 -0.370262 -0.16 0.66 0.83
H 0.522784 -1.647173 0.921291 -0.53 -1.34 0.07
```
Positions in Å, forces in eV/Å.

Output
**LUMO level**: -0.6 eV
**Gap between HOMO and LUMO**: 8.55 eV
**SMILES**: [O-][N+](=S)Cc1ccccc1
**Total charge**: 0
**HOMO energy**: -9.115 eV
**Energy above the lowest of the compared OMol25 structures with the same formula, charge and spin**: 2.816 eV

Atom charges from the natural (NBO) analysis, given in e for atoms 1 to 2: O -0.33; N 0.05

E values, unit eV, following the record order: -41797.582 -8165.595 -144966.155 -52892.463 -21741.466.